The following is a quantum chemistry calculation of 2 unconnected molecules or ions with the total composition C2H5O2, from the Open Molecules 2025 dataset.

Last column: natural (NBO) charge in e.
Element x y z (Å)
O  0.551  -1.233  2.226  -0.96
H  0.033  -0.999  1.441  0.50
O  -0.089  1.035  0.196  -0.81
C  -0.534  0.331  -0.758  0.21
C  -0.119  0.272  -2.068  -0.78
H  -1.565  -0.072  -0.586  0.06
H  0.501  1.015  -2.561  0.17
H  -0.729  -0.344  -2.723  0.15
H  1.426  -1.418  1.867  0.46

As for the total charge: -1. Its HOMO energy is -0.0833 Ha. As for the total energy: -229.67350 a.u.

***

The following is a quantum chemistry calculation of a single C6H10O2Si molecule, from the Open Molecules 2025 dataset.

Last column: natural (NBO) charge in e.
Element x y z (Å)
C  2.349  -0.246  2.162  -0.39
C  2.867  -0.945  1.149  0.13
C  1.173  0.362  1.704  0.24
C  1.009  -0.029  0.418  -0.23
C  -1.929  -0.041  -0.048  -1.12
C  0.215  -0.596  -2.507  -1.04
O  2.061  -0.908  0.082  -0.41
O  0.429  1.339  2.280  -0.67
Si  -0.293  0.342  -0.814  1.33
H  2.897  0.026  3.089  0.23
H  3.730  -1.608  1.022  0.20
H  -1.917  -1.031  0.458  0.25
H  -2.088  0.590  0.856  0.25
H  -2.776  -0.023  -0.669  0.24
H  -0.385  -1.529  -2.682  0.23
H  0.143  0.170  -3.381  0.24
H  1.170  -0.980  -2.350  0.23
H  0.471  1.288  3.324  0.49
H  -0.080  1.701  -1.127  -0.20

Its HOMO energy is -0.3092 Ha. As for the total energy: -674.55034 a.u. The SMILES is C[SiH](C)c1occc1O.

***

The following is a quantum chemistry calculation of a molecular structure, C29H42MnN5O4P, from the Open Molecules 2025 dataset.

Last column: Mulliken charge in e.
Element x y z (Å)
Mn  -0.364  -0.542  -2.131  -0.86
O  1.703  -3.931  -2.953  -0.44
C  1.222  -2.744  -2.738  0.23
O  0.107  -2.535  -2.257  -0.39
C  2.050  -1.580  -3.085  0.48
C  3.354  -1.562  -3.544  -0.65
C  3.956  -0.336  -3.795  -0.98
C  3.228  0.827  -3.585  -0.79
C  1.927  0.732  -3.115  1.04
N  1.346  -0.455  -2.864  1.26
C  0.976  1.808  -2.776  0.35
O  1.224  3.080  -2.933  -0.45
O  -0.104  1.472  -2.299  -0.39
H  1.076  -4.623  -2.684  0.42
H  3.878  -2.497  -3.693  0.65
H  4.974  -0.289  -4.153  0.50
H  3.678  1.792  -3.776  0.40
H  2.049  3.273  -3.398  0.32
N  -0.708  -0.473  -0.388  0.11
P  -0.169  -0.082  1.066  -1.53
N  -0.951  -0.978  2.209  0.40
C  -2.372  -1.312  2.059  -0.75
C  -3.231  -0.515  3.041  -0.25
C  -2.747  -0.747  4.473  -0.96
C  -1.263  -0.397  4.595  -0.45
C  -0.441  -1.176  3.568  -0.64
N  -0.308  1.555  1.268  1.67
C  0.385  2.312  2.309  -0.96
C  0.831  3.672  1.765  -0.74
C  -0.279  4.333  0.918  -0.52
C  -1.626  3.644  1.139  -1.05
C  -1.537  2.181  0.722  -0.05
N  1.441  -0.448  1.315  0.84
C  1.780  -1.882  1.219  -0.11
C  3.080  -2.146  1.967  -0.97
C  4.207  -1.274  1.414  -0.71
C  3.792  0.198  1.391  -1.07
C  2.463  0.372  0.661  0.31
H  -2.495  -2.379  2.277  0.48
H  -2.668  -1.139  1.024  0.30
H  -4.274  -0.819  2.934  0.43
H  -3.168  0.551  2.806  0.04
H  -2.901  -1.793  4.748  0.31
H  -3.327  -0.135  5.164  0.45
H  -0.892  -0.638  5.592  0.38
H  -1.122  0.675  4.436  0.06
H  -0.514  -2.245  3.798  0.48
H  0.608  -0.887  3.605  0.22
H  1.239  1.738  2.668  0.44
H  -0.278  2.471  3.165  0.35
H  1.737  3.554  1.166  0.18
H  1.095  4.300  2.617  0.48
H  -0.029  4.274  -0.145  0.21
H  -0.362  5.389  1.171  0.41
H  -2.402  4.123  0.543  0.46
H  -1.918  3.732  2.186  0.38
H  -1.509  2.114  -0.366  -0.18
H  -2.433  1.643  1.055  0.13
H  1.898  -2.156  0.160  -0.28
H  0.965  -2.478  1.628  0.63
H  3.341  -3.203  1.888  0.43
H  2.926  -1.924  3.026  0.28
H  4.455  -1.598  0.396  0.23
H  5.100  -1.396  2.027  0.45
H  4.561  0.796  0.898  0.36
H  3.679  0.567  2.413  0.36
H  2.583  0.053  -0.388  -0.58
H  2.155  1.416  0.657  0.09
C  -1.050  -0.582  -4.075  -0.90
C  -2.306  -0.805  -3.376  1.01
C  -3.143  0.276  -3.019  -0.17
C  -4.424  0.051  -2.556  -0.91
C  -4.894  -1.248  -2.407  -0.36
C  -4.063  -2.331  -2.682  -0.97
C  -2.787  -2.117  -3.154  -0.14
H  -0.952  0.375  -4.579  0.55
H  -0.696  -1.409  -4.683  0.46
H  -2.788  1.290  -3.166  0.39
H  -5.073  0.888  -2.336  0.48
H  -5.914  -1.419  -2.091  0.46
H  -4.426  -3.341  -2.545  0.46
H  -2.159  -2.960  -3.414  0.40

As for the total charge: +2. Its HOMO energy (alpha / beta) is -0.4943 / -0.4956 Ha. As for the total energy: -3196.85345 a.u. As for the expectation value of S²: 1.08. The multiplicity is 2.

***

The following is a quantum chemistry calculation of a molecular structure, C54H66As3N3P3PtS2Se2Si, from the Open Molecules 2025 dataset.

Last column: Mulliken charge in e.
Element x y z (Å)
Pt  -0.629  -0.076  -1.015  -1.63
Se  0.858  -2.982  5.217  -0.23
P  1.663  -1.202  4.435  1.25
C  3.470  -1.216  4.421  0.61
C  4.107  -2.215  3.688  -0.24
C  5.487  -2.285  3.669  -0.78
C  6.239  -1.366  4.393  -0.53
C  5.607  -0.379  5.130  -0.80
C  4.219  -0.298  5.143  -0.45
C  1.118  0.277  5.324  0.39
C  0.561  1.372  4.668  -0.39
C  0.124  2.468  5.401  -0.59
C  0.246  2.474  6.781  -0.61
C  0.797  1.380  7.439  -0.82
C  1.224  0.280  6.715  -0.61
C  1.256  -0.812  2.712  -0.48
C  0.238  -1.121  1.819  0.17
N  0.590  -0.508  0.652  0.82
N  1.736  0.112  0.819  -0.73
N  2.155  -0.056  2.040  -0.18
P  -1.225  -2.154  1.790  1.01
Se  -1.870  -2.168  -0.305  -0.43
C  -0.783  -3.837  2.208  0.81
C  0.496  -4.313  1.930  0.20
C  0.803  -5.636  2.186  -1.08
C  -0.160  -6.479  2.724  -0.72
C  -1.435  -6.005  2.996  -0.77
C  -1.756  -4.683  2.730  -1.03
C  -2.559  -1.674  2.892  0.62
C  -3.868  -1.619  2.418  -0.61
C  -4.908  -1.404  3.309  -0.63
C  -4.641  -1.217  4.658  -0.74
C  -3.334  -1.240  5.122  -0.69
C  -2.288  -1.474  4.244  0.09
H  3.516  -2.948  3.150  0.31
H  5.982  -3.059  3.097  0.43
H  7.319  -1.427  4.387  0.39
H  6.190  0.333  5.699  0.42
H  3.732  0.483  5.711  0.38
H  0.466  1.382  3.590  0.44
H  -0.308  3.317  4.888  0.55
H  -0.093  3.330  7.350  0.42
H  0.887  1.383  8.517  0.43
H  1.621  -0.590  7.225  0.46
H  1.255  -3.643  1.545  0.49
H  1.799  -6.008  1.984  0.46
H  0.086  -7.511  2.937  0.43
H  -2.181  -6.663  3.423  0.46
H  -2.750  -4.311  2.943  0.42
H  -4.075  -1.768  1.367  0.22
H  -5.928  -1.381  2.947  0.45
H  -5.456  -1.045  5.349  0.38
H  -3.123  -1.097  6.173  0.48
H  -1.278  -1.547  4.626  -0.19
C  -3.914  0.469  -2.255  -1.18
As  -2.113  0.190  -2.881  1.49
C  -1.894  1.715  -4.038  -1.38
C  -2.346  -1.391  -4.006  -2.13
C  -1.123  -2.123  -4.604  3.09
C  -0.336  -1.145  -5.473  -1.39
C  -0.268  -2.748  -3.486  -1.35
As  0.842  -1.609  -2.360  1.43
C  1.675  -2.979  -1.281  -1.36
C  2.340  -1.034  -3.439  -1.54
C  -1.706  -3.278  -5.443  -2.21
As  -0.699  -4.457  -6.698  0.32
C  1.148  -4.524  -6.022  -0.99
C  -0.365  -3.201  -8.170  -1.09
H  -4.576  0.586  -3.113  0.55
H  -3.915  1.365  -1.640  0.27
H  -4.229  -0.376  -1.645  0.28
H  -2.573  1.581  -4.881  0.61
H  -0.871  1.834  -4.379  0.25
H  -2.171  2.593  -3.454  0.30
H  -2.982  -1.008  -4.809  0.71
H  -2.946  -2.088  -3.414  0.50
H  -0.022  -0.265  -4.904  -0.28
H  -0.948  -0.797  -6.307  0.46
H  0.558  -1.610  -5.885  0.14
H  0.399  -3.506  -3.893  0.15
H  -0.929  -3.259  -2.779  0.48
H  2.318  -3.579  -1.925  0.70
H  0.898  -3.605  -0.846  0.31
H  2.269  -2.521  -0.491  0.37
H  2.704  -1.913  -3.972  0.45
H  3.108  -0.660  -2.764  0.50
H  2.071  -0.246  -4.134  0.37
H  -2.491  -2.880  -6.097  0.62
H  -2.214  -3.970  -4.766  0.49
H  1.209  -5.123  -5.113  0.31
H  1.592  -3.543  -5.854  0.16
H  1.728  -5.034  -6.791  0.42
H  -1.302  -2.734  -8.472  0.32
H  0.010  -3.775  -9.016  0.39
H  0.361  -2.428  -7.924  0.29
C  -3.624  2.405  3.512  -0.21
Si  -3.608  2.965  1.740  -0.40
C  -3.002  4.725  1.675  -0.88
C  -5.328  2.852  1.007  -1.05
C  -2.531  1.821  0.751  -1.42
C  -1.817  1.108  0.074  3.24
H  -4.231  3.083  4.116  0.43
H  -2.617  2.384  3.935  -0.01
H  -4.044  1.407  3.599  -0.13
H  -3.669  5.359  2.266  0.35
H  -2.988  5.110  0.659  0.28
H  -1.993  4.819  2.078  0.28
H  -6.031  3.453  1.588  0.37
H  -5.692  1.822  1.002  0.30
H  -5.344  3.225  -0.019  0.31
S  -1.084  4.314  -1.581  -0.45
P  0.692  3.589  -1.814  1.08
S  0.793  1.503  -2.144  -0.22
C  1.915  4.127  -0.598  0.34
C  2.189  5.496  -0.574  -0.68
C  3.126  5.993  0.313  -0.65
C  3.793  5.130  1.177  -0.49
C  3.519  3.772  1.153  -0.60
C  2.581  3.267  0.259  -0.07
C  1.472  4.031  -3.397  0.17
C  2.744  3.547  -3.708  -0.36
C  3.311  3.833  -4.938  -0.79
C  2.616  4.611  -5.858  -0.46
C  1.361  5.109  -5.542  -0.63
C  0.783  4.814  -4.313  -0.53
H  1.660  6.169  -1.239  0.42
H  3.338  7.053  0.333  0.41
H  4.528  5.522  1.868  0.40
H  4.031  3.096  1.825  0.57
H  2.369  2.211  0.235  0.14
H  3.292  2.959  -2.980  0.43
H  4.299  3.463  -5.178  0.43
H  3.060  4.835  -6.819  0.41
H  0.831  5.732  -6.250  0.43
H  -0.199  5.189  -4.053  0.40

As for the total charge: +1. Its HOMO energy is -0.3662 Ha. As for the total energy: -16000.92722 a.u.

***

The following is a quantum chemistry calculation of a molecular structure, C30H36N4O8RuS2, from the Open Molecules 2025 dataset.

Last column: Mulliken charge in e.
Element x y z (Å)
Ru  2.177  0.578  0.090  1.23
C  4.179  2.968  -0.903  -0.81
O  3.793  2.374  0.328  -0.06
C  4.874  1.798  1.018  -0.48
C  4.353  1.158  2.282  -0.91
O  3.500  0.039  2.059  0.22
C  4.155  -1.239  2.109  -0.66
C  4.539  -1.905  0.807  -0.56
O  3.403  -2.424  0.192  -0.17
C  3.622  -2.862  -1.129  -0.73
H  4.935  3.739  -0.715  0.29
H  4.557  2.212  -1.593  0.29
H  3.286  3.410  -1.334  0.28
H  5.400  1.072  0.384  0.28
H  5.595  2.577  1.309  0.43
H  5.208  0.849  2.892  0.50
H  3.760  1.885  2.838  0.29
H  5.071  -1.115  2.696  0.38
H  3.486  -1.907  2.655  0.33
H  5.086  -1.209  0.152  0.18
H  5.235  -2.723  1.064  0.45
H  4.347  -3.686  -1.153  0.38
H  2.662  -3.195  -1.517  0.05
H  3.973  -2.036  -1.757  0.33
O  2.699  0.609  -1.499  -0.91
N  2.783  -5.081  -6.114  -0.62
C  1.969  -4.083  -5.548  0.99
C  1.696  -2.912  -6.246  -0.60
C  0.862  -1.945  -5.700  -0.48
C  0.290  -2.141  -4.456  -0.19
C  0.550  -3.314  -3.757  -0.39
C  1.382  -4.277  -4.297  -0.74
S  -0.773  -0.902  -3.738  1.19
O  -2.040  -1.569  -3.488  -0.72
O  -0.774  0.194  -4.672  -0.77
N  -0.016  -0.486  -2.422  -0.39
C  -0.280  -1.001  -1.230  -0.01
S  -1.678  -2.007  -0.801  -0.12
C  -1.090  -2.145  0.821  -0.54
C  0.060  -1.464  0.949  -1.23
N  0.516  -0.818  -0.179  1.21
H  3.458  -4.722  -6.772  0.23
H  3.234  -5.667  -5.427  0.23
H  2.143  -2.755  -7.222  0.28
H  0.657  -1.022  -6.225  0.49
H  0.097  -3.470  -2.785  0.44
H  1.581  -5.192  -3.749  0.27
H  -1.622  -2.697  1.578  0.42
H  0.635  -1.375  1.860  0.39
C  -7.223  2.558  -0.401  -1.52
C  -6.352  2.696  0.819  1.27
C  -6.818  3.406  1.921  -0.90
C  -6.022  3.555  3.046  -0.86
C  -4.755  3.001  3.079  -0.73
C  -4.279  2.270  1.990  0.05
N  -2.986  1.731  1.957  -0.05
C  -2.196  1.387  3.032  0.24
C  -2.751  0.963  4.250  -0.59
C  -1.947  0.540  5.290  -0.58
C  -0.564  0.510  5.152  -0.86
C  -0.009  0.903  3.947  -0.50
C  -0.791  1.347  2.884  0.38
C  -0.112  1.707  1.584  0.82
O  -0.752  2.144  0.629  -0.85
O  1.168  1.540  1.584  -0.89
C  -5.084  2.108  0.849  0.66
C  -4.574  1.327  -0.332  -1.65
H  -8.126  3.159  -0.300  0.38
H  -7.525  1.520  -0.560  0.32
H  -6.698  2.876  -1.304  0.32
H  -7.805  3.852  1.888  0.31
H  -6.381  4.124  3.895  0.37
H  -4.116  3.153  3.938  0.60
H  -2.419  1.934  1.129  0.45
H  -3.827  0.943  4.358  0.59
H  -2.408  0.214  6.215  0.36
H  0.065  0.171  5.965  0.41
H  1.062  0.870  3.789  0.39
H  -3.786  0.634  -0.045  0.31
H  -4.154  1.985  -1.098  0.32
H  -5.373  0.754  -0.804  0.41

As for the total charge: -1. Its HOMO energy (alpha / beta) is -0.1555 / -0.1577 Ha. As for the total energy: -2877.00143 a.u. As for the expectation value of S²: 0.76. The multiplicity is 2.

***

The following is a quantum chemistry calculation of 2 unconnected molecules or ions with the total composition C4H8O2, from the Open Molecules 2025 dataset.

Last column: natural (NBO) charge in e.
Element x y z (Å)
C  1.181  0.368  -2.111  -0.60
C  1.754  -0.385  -1.137  0.19
O  1.223  -0.575  0.044  -0.66
H  1.264  0.040  -3.090  0.21
H  0.730  1.320  -1.888  0.19
H  2.595  -1.043  -1.471  0.17
H  0.667  0.243  0.224  0.49
C  -1.152  0.775  1.855  -0.45
C  -1.330  -0.049  0.841  0.06
O  -1.055  -1.452  1.021  -0.70
H  -1.315  1.911  1.801  0.22
H  -0.649  0.395  2.770  0.22
H  -1.934  0.164  -0.010  0.19
H  -1.979  -1.712  1.152  0.47

Its HOMO energy is -0.3019 Ha. As for the total energy: -307.56682 a.u. The SMILES is C=CO.C=CO.

***

The following is a quantum chemistry calculation of a single C5H7FS2 molecule, from the Open Molecules 2025 dataset.

Last column: natural (NBO) charge in e.
Element x y z (Å)
C  -2.578  -0.550  -0.884  -0.40
C  0.140  -0.079  -0.124  -0.62
C  -3.887  -0.521  -1.225  -0.27
C  2.619  -0.037  0.492  -0.63
C  1.373  -0.879  0.111  0.16
F  1.701  -1.570  -1.038  -0.38
S  -1.335  -0.934  0.084  0.74
S  -5.131  0.888  -0.839  -0.03
H  -0.136  0.853  -0.712  0.24
H  -4.358  -1.073  -2.069  0.24
H  3.524  -0.620  0.495  0.22
H  2.501  0.575  1.364  0.22
H  2.706  0.635  -0.316  0.21
H  1.073  -1.682  0.859  0.17
H  -4.305  1.528  -0.005  0.13

Its HOMO energy (alpha / beta) is -0.2900 / -0.2864 Ha. As for the total energy: -1090.78833 a.u.

***

The following is a quantum chemistry calculation of a molecular structure, C4H5CuO3, from the Open Molecules 2025 dataset.

Last column: natural (NBO) charge in e.
Element x y z (Å)
C  1.978  0.243  1.067  -0.66
H  1.595  -0.026  2.062  0.22
H  2.537  1.187  1.155  0.23
H  2.694  -0.530  0.752  0.22
C  -0.306  0.989  0.366  0.07
C  0.865  0.378  0.075  -0.15
O  -1.036  -1.462  -0.286  -0.65
C  -1.727  -0.546  -0.737  0.97
O  -1.378  0.741  -0.484  -0.53
O  -2.601  -0.622  -1.653  -0.87
H  -0.604  1.216  1.393  0.18
H  1.116  0.234  -0.982  0.20
Cu  -3.133  -1.801  -2.729  0.75

Its HOMO energy (alpha / beta) is -0.2967 / -0.3332 Ha. As for the total energy: -2021.45442 a.u. As for the expectation value of S²: 2.00. The multiplicity is 3.

***

Which of these has the lowest total energy?
C54H66As3N3P3PtS2Se2Si

***

What is the formula in the first record?
C2H5O2